[1]
{"formula": "C16H16ClN2O3PSe2Tc", "method": "ωB97M-V/def2-TZVPD", "species": ["Tc", "Se", "Se", "Cl", "P", "O", "O", "O", "N", "N", "C", "C", "C", "C", "C", "C", "C", "C", "C", "C", "C", "C", "C", "C", "C", "C", "H", "H", "H", "H", "H", "H", "H", "H", "H", "H", "H", "H", "H", "H", "H", "H"], "coordinates": [[-1.5752, 0.5996, 0.5026], [-1.7741, -0.8020, 2.2787], [-1.6762, -1.5963, -0.9878], [-1.8548, 0.3022, 4.2545], [0.1698, -0.8415, -0.2553], [-1.5699, 1.8653, -3.3970], [-4.9747, 2.7830, -0.0331], [-0.9281, 1.4675, -1.2936], [-1.9695, 2.3099, 1.7587], [-3.2255, 1.3217, -0.3228], [1.4461, -0.1915, -1.3492], [1.0876, -1.9514, 0.8472], [1.9581, 1.0843, -1.1461], [-1.8238, 1.5932, -2.2497], [-3.2680, 1.3734, -1.7713], [2.1988, -1.4506, 1.5227], [1.4410, -4.1027, 1.8592], [2.5424, -3.6029, 2.5359], [-3.9918, 2.2046, 0.3827], [1.9535, -0.9999, -2.3610], [-3.4534, 2.4479, 1.7872], [0.7099, -3.2781, 1.0151], [2.9823, -0.5328, -3.1628], [2.9192, -2.2760, 2.3685], [3.5031, 0.7360, -2.9519], [2.9935, 1.5425, -1.9443], [-3.6677, 0.4605, -2.2150], [-3.8388, 1.6945, 2.4753], [-3.8811, 2.2107, -2.1023], [1.1458, -5.1357, 1.9872], [4.3017, 1.1026, -3.5835], [-1.5493, 3.1625, 1.3983], [3.7787, -1.8846, 2.8965], [2.5019, -0.4189, 1.3892], [1.5416, -1.9880, -2.5278], [-3.7666, 3.4321, 2.1282], [-0.1586, -3.6599, 0.4938], [3.3891, 2.5379, -1.7922], [1.5346, 1.7239, -0.3823], [3.3729, -1.1571, -3.9553], [3.1118, -4.2464, 3.1935], [-1.6362, 2.1608, 2.7092]], "nbo_charge": [0.39, 0.34, -0.17, -0.37, 0.98, -0.61, -0.59, -0.77, -0.77, -0.58, -0.29, -0.29, -0.19, 0.79, -0.36, -0.22, -0.19, -0.19, 0.65, -0.21, -0.32, -0.23, -0.19, -0.20, -0.19, -0.21, 0.23, 0.24, 0.25, 0.22, 0.22, 0.40, 0.22, 0.22, 0.22, 0.23, 0.23, 0.22, 0.22, 0.22, 0.22, 0.42], "spin_multiplicity": 2, "e_homo_ha": [-0.315, -0.310], "total_energy_ev": -180679.017, "de_lowest_ev": 0.219, "orbital_gap_ev": [6.69, 6.84], "e_lumo_ev": [-1.87, -1.59]}

[2]
{"formula": "C22H12BrCo2N2O6", "method": "ωB97M-V/def2-TZVPD", "species": ["Br", "Co", "Co", "O", "O", "O", "O", "O", "O", "N", "N", "C", "C", "C", "C", "C", "C", "C", "C", "C", "C", "C", "C", "C", "C", "C", "C", "C", "C", "C", "C", "C", "C", "H", "H", "H", "H", "H", "H", "H", "H", "H", "H", "H", "H"], "coordinates": [[-3.2700, 5.4837, -1.9569], [-1.5251, -2.6095, 0.9036], [0.9567, -3.9672, 0.6455], [1.7456, -1.6427, -0.9224], [-4.0968, -1.7928, 2.0755], [3.1961, -3.9835, 2.4725], [-2.2339, -5.0274, -0.6225], [1.1809, -6.5785, -0.6395], [-1.4709, -0.8261, -1.4080], [0.6437, -1.0045, -3.8598], [0.6164, -0.0466, -3.2246], [0.3419, 3.4234, -2.1349], [-0.3651, -1.9228, 2.0905], [1.5947, 2.8142, 1.3739], [2.3199, -4.0142, 1.7162], [-3.0955, -2.1190, 1.6048], [-1.3715, 1.9167, -2.9639], [-0.0400, 1.0171, 1.3658], [1.4243, -2.6028, -0.3530], [-2.3232, 2.9239, -2.8247], [-1.9461, -4.0709, -0.0395], [2.3276, 2.1489, 2.3696], [1.8830, 0.9300, 2.8601], [0.3328, -0.9918, 2.7872], [0.8318, 0.9927, -2.3947], [-1.4390, -1.5042, -0.4673], [-0.3617, -3.3317, 2.0343], [0.3976, 2.2581, 0.9155], [1.0662, -5.5339, -0.1514], [-1.9519, 4.1634, -2.2793], [0.7108, 0.3235, 2.3358], [-0.6017, 4.4376, -2.0034], [-0.0506, 2.1120, -2.5001], [1.9470, 3.7675, 0.9742], [1.3951, 3.6037, -1.9126], [1.8141, 1.0885, -1.9135], [0.7557, -1.3105, 3.7491], [-0.2095, 2.7987, 0.1939], [2.4393, 0.3926, 3.6316], [-3.3509, 2.7419, -3.1206], [-1.6574, 0.9535, -3.3859], [3.2451, 2.5911, 2.7553], [-0.5321, -3.9950, 2.8911], [-0.3129, 5.4265, -1.6608], [-0.9606, 0.5663, 0.9935]], "nbo_charge": [0.03, -0.12, -0.01, -0.58, -0.52, -0.55, -0.53, -0.55, -0.56, 0.03, 0.08, -0.16, -0.06, -0.28, 0.55, 0.58, -0.20, -0.18, 0.44, -0.23, 0.55, -0.21, -0.22, -0.38, -0.26, 0.55, -0.52, -0.22, 0.44, -0.12, -0.02, -0.25, -0.05, 0.20, 0.21, 0.26, 0.19, 0.21, 0.20, 0.22, 0.22, 0.20, 0.20, 0.22, 0.20], "spin_multiplicity": 1, "e_homo_ha": -0.153, "total_energy_ev": -183567.382, "de_lowest_ev": 0.000, "charge": -1, "orbital_gap_ev": 6.53, "e_lumo_ev": 2.36}

[3]
{"formula": "H26O13", "method": "ωB97M-V/def2-TZVPD", "species": ["O", "O", "O", "O", "O", "O", "O", "O", "O", "O", "O", "O", "O", "H", "H", "H", "H", "H", "H", "H", "H", "H", "H", "H", "H", "H", "H", "H", "H", "H", "H", "H", "H", "H", "H", "H", "H", "H", "H"], "coordinates": [[-2.9778, 1.3767, -0.4642], [0.2312, 1.1857, -0.0684], [-2.4078, -0.9496, 2.8053], [1.1537, 4.1792, 1.5885], [3.3918, 3.2838, 0.5374], [-2.5288, -2.6050, -2.5089], [1.6640, -3.4612, -0.1359], [3.2912, -1.8775, -2.4474], [0.7627, 4.5417, -1.6318], [-4.1268, -1.2658, 0.1736], [-0.1636, -2.6158, -1.8078], [-0.2114, -0.3283, 3.7945], [1.3977, -0.3247, -0.5189], [-3.3060, -1.3454, 0.7008], [-1.8876, -1.8627, -2.4700], [-0.1020, 4.1507, -1.9533], [-0.1452, -3.5640, -1.6145], [2.9562, 2.5102, 0.1146], [1.0639, -3.3754, 0.6235], [0.6942, -0.0686, 3.6099], [4.0994, 2.8251, 1.0059], [3.5653, -1.6863, -1.5200], [1.3387, 3.7944, -1.8672], [0.5448, -2.3278, -1.1798], [-0.2917, 0.5740, 0.4973], [-2.0406, 1.4855, -0.7136], [2.3412, -0.5102, -0.7848], [0.8386, 4.4327, 0.7146], [1.2047, -3.8977, -0.7808], [-3.0898, -2.2257, -1.8702], [2.7246, -2.6508, -2.3263], [0.0630, 0.9699, -0.9756], [-2.8976, -0.6552, 3.5842], [-4.2444, -1.9598, -0.3752], [-0.1384, -1.2349, 3.6873], [-3.0690, 0.4681, -0.2257], [-2.3177, -0.1235, 2.3896], [1.1055, 5.0460, 2.0592], [1.5138, 0.0926, 0.3540]], "nbo_charge": [-0.94, -0.93, -0.94, -0.94, -0.91, -0.92, -0.92, -0.92, -0.93, -0.94, -0.95, -0.92, -0.96, 0.49, 0.48, 0.47, 0.44, 0.46, 0.48, 0.46, 0.46, 0.45, 0.47, 0.49, 0.47, 0.46, 0.46, 0.48, 0.45, 0.44, 0.47, 0.48, 0.48, 0.46, 0.46, 0.47, 0.47, 0.46, 0.49], "spin_multiplicity": 1, "e_homo_ha": -0.379, "total_energy_ev": -27035.611, "de_lowest_ev": 6.336, "orbital_gap_ev": 9.75, "e_lumo_ev": -0.57}